ORCA calculation (ωB97M-V/def2-TZVPD) on an isolated ion of composition C2H7N2O2 and charge +1.

Properties
Charge: +1
HOMO energy: -16.5995 eV
Structure (SMILES): C[N+](C)(O)N=O
Energy relative to the best compared isomer or geometry (same formula, charge and spin): 647.17 kJ/mol
Orbital gap: 10.0 eV

Each line ends with the Löwdin charge.
Positions of all 13 atoms, in Å:
C  -1.29  0.04  0.37  0.021
N  0.07  -0.35  0.57  -0.384
C  0.81  -0.15  -0.68  0.016
O  0.60  0.39  1.62  0.068
N  0.41  -1.79  0.98  0.161
O  -0.35  -2.63  0.58  0.174
H  -1.77  0.30  1.31  0.119
H  -1.26  0.88  -0.42  0.153
H  -1.80  -0.90  -0.11  0.157
H  1.61  -0.75  -0.91  0.080
H  0.19  -0.32  -1.61  0.147
H  1.16  0.84  -0.86  0.120
H  1.39  0.00  2.08  0.169